(1)
DFT (ωB97M-V with the def2-TZVPD basis set) results for C39H14AuF15GeN5OS2 as an isolated structure.

E_HOMO = -5.4 eV
LUMO level = 0.058 hartree
Net charge = -1
Kohn-Sham gap = 6.93 eV
Electronic energy = -172812.485 eV
Spin multiplicity = 1
Energy above the lowest of the compared OMol25 structures with the same formula, charge and spin = 0.000 eV

Positions of all 78 atoms, in Å:
Au: 0.385 -0.626 -1.814
C: -2.003 7.618 9.076
O: -2.952 7.147 8.139
C: -2.479 6.502 7.038
C: -1.130 6.305 6.763
C: -0.757 5.626 5.613
C: -1.709 5.142 4.725
C: -3.059 5.350 5.014
C: -3.444 6.021 6.156
C: -1.266 4.397 3.546
N: -0.019 4.243 3.169
C: -0.071 3.383 2.101
C: -1.366 3.045 1.811
N: -2.133 3.714 2.735
C: -1.743 2.179 0.746
C: -3.068 1.893 0.419
C: -3.331 0.990 -0.578
C: -2.257 0.380 -1.210
N: -0.989 0.655 -0.921
C: -0.699 1.563 0.031
C: 0.699 1.892 0.333
N: 1.653 1.294 -0.388
C: 2.915 1.539 -0.113
C: 3.319 2.427 0.890
C: 2.355 3.075 1.620
C: 1.008 2.809 1.353
H: -2.574 8.081 9.876
H: -1.337 8.361 8.630
H: -1.408 6.797 9.485
H: -0.363 6.660 7.435
H: 0.288 5.449 5.400
H: -3.835 4.991 4.346
H: -4.488 6.180 6.388
H: -3.121 3.604 2.886
H: -3.878 2.354 0.968
H: -4.340 0.722 -0.855
H: -2.417 -0.366 -1.975
H: 3.647 1.008 -0.712
H: 4.372 2.588 1.079
H: 2.604 3.780 2.403
F: 2.796 -0.930 3.725
C: 2.662 0.297 4.233
C: 1.403 0.777 4.572
C: 1.381 2.043 5.131
F: 0.225 2.616 5.513
C: 2.524 2.794 5.351
F: 2.453 4.008 5.916
C: 3.752 2.281 4.989
F: 4.864 2.998 5.180
C: 3.824 1.021 4.423
F: 5.015 0.520 4.077
Ge: -0.158 -0.397 4.108
S: -0.119 -0.962 2.086
C: -0.094 -1.947 5.380
C: -1.164 -2.826 5.339
F: -2.199 -2.580 4.519
C: -1.246 -3.959 6.127
F: -2.302 -4.779 6.053
C: -0.219 -4.240 7.009
F: -0.276 -5.329 7.781
C: 0.860 -3.381 7.095
F: 1.848 -3.644 7.959
C: 0.901 -2.256 6.289
F: 1.967 -1.458 6.444
C: -1.715 0.560 4.953
C: -1.673 0.887 6.299
F: -0.629 0.498 7.049
C: -2.641 1.642 6.935
F: -2.537 1.953 8.231
C: -3.721 2.102 6.203
F: -4.661 2.853 6.780
C: -3.819 1.769 4.867
F: -4.862 2.221 4.141
C: -2.838 0.989 4.276
F: -3.025 0.686 2.986
S: 3.505 -3.342 -4.139
C: 2.343 -2.514 -3.361
N: 1.487 -1.939 -2.814

Atom charges from the Löwdin analysis, given in e for atoms 1 to 6: 0.765 -0.087 -0.082 -0.277 -0.002 -0.010

(2)
DFT (ωB97M-V with the def2-TZVPD basis set) results for C39H21IrN9O4S as an isolated structure at a distorted geometry.

E_HOMO (spin up / spin down) = -2.7 / -5.5 eV
LUMO level (spin up / spin down) = 0.075 / 0.021 hartree
Net charge = -1
Kohn-Sham gap (spin up / spin down) = 4.78 / 6.11 eV
Electronic energy = -76059.267 eV
Spin multiplicity = 5
Expectation value of S² = 6.04
Energy above the lowest of the compared OMol25 structures with the same formula, charge and spin = 0.169 eV

Positions of all 75 atoms, in Å:
Ir: -0.269 -1.157 -0.865
C: -6.068 -4.095 -0.266
C: -6.473 -2.853 0.354
C: -5.607 -1.793 0.538
C: -4.283 -2.023 0.124
C: -3.061 -1.175 0.253
N: -3.126 0.137 0.528
C: -2.039 0.906 0.440
C: -1.983 2.335 0.752
C: -2.932 3.183 1.320
C: -2.558 4.512 1.530
C: -1.269 4.933 1.371
C: -0.310 4.075 0.797
C: -0.675 2.781 0.514
C: 0.158 1.595 0.091
N: 1.217 1.219 1.081
C: 1.860 0.749 -1.101
N: 1.348 -0.390 -1.817
C: 2.318 -0.954 -2.481
N: 2.334 -2.168 -2.992
C: 1.346 -3.036 -2.703
N: 0.210 -2.846 -1.854
C: -0.599 -3.939 -1.899
N: -1.737 -4.118 -1.299
C: -2.459 -3.121 -0.666
N: -2.057 -1.935 -0.182
C: -3.886 -3.251 -0.464
C: -4.799 -4.253 -0.691
C: 0.036 -4.902 -2.791
C: -0.369 -6.191 -3.188
C: 0.452 -6.855 -4.082
C: 1.632 -6.211 -4.616
C: 2.001 -4.952 -4.233
C: 1.187 -4.329 -3.250
C: 3.425 -0.043 -2.605
C: 4.601 -0.029 -3.369
C: 5.485 1.042 -3.269
C: 5.219 2.075 -2.355
C: 4.051 2.071 -1.571
C: 3.134 1.050 -1.741
N: -0.843 0.537 -0.096
H: -6.838 -4.852 -0.427
H: -7.520 -2.738 0.706
H: -5.844 -0.880 1.053
H: -3.864 2.777 1.611
H: -3.346 5.164 1.913
H: -0.978 5.938 1.647
H: 0.673 4.453 0.591
H: -4.348 -5.149 -1.174
H: -1.297 -6.628 -2.755
H: 0.351 -7.888 -4.389
H: 2.227 -6.766 -5.328
H: 2.886 -4.483 -4.612
H: 4.922 -0.791 -4.083
H: 6.344 1.082 -3.949
H: 5.929 2.884 -2.234
H: 3.844 2.855 -0.869
O: 1.346 -0.990 0.499
N: 1.979 0.236 0.395
O: 0.927 1.831 -1.077
O: 2.239 6.463 5.731
C: 1.250 5.601 5.945
O: 0.445 5.839 6.794
C: 1.227 4.392 5.123
C: 0.135 3.562 5.321
C: -0.019 2.402 4.538
C: 0.922 2.153 3.528
S: 0.563 0.697 2.577
C: 1.989 2.998 3.314
C: 2.156 4.116 4.122
H: 2.787 6.145 4.987
H: -0.593 3.789 6.086
H: -0.842 1.657 4.667
H: 2.694 2.816 2.516
H: 3.040 4.731 3.985

Atom charges from the Löwdin analysis, given in e for atoms 1 to 6: 1.512 -0.099 -0.090 -0.033 -0.089 -0.288

(3)
DFT (ωB97M-V with the def2-TZVPD basis set) results for C39H27BrClCrFN4O6P as an isolated structure at a distorted geometry.

E_HOMO (spin up / spin down) = -8.1 / -8.1 eV
LUMO level (spin up / spin down) = -0.034 / -0.026 hartree
Kohn-Sham gap (spin up / spin down) = 7.17 / 7.38 eV
Electronic energy = -182121.389 eV
Spin multiplicity = 2
Expectation value of S² = 0.76
Energy above the lowest of the compared OMol25 structures with the same formula, charge and spin = 0.420 eV

Positions of all 81 atoms, in Å:
Cr: 0.501 -1.326 0.523
C: -4.094 3.655 1.181
C: -3.993 3.276 -0.149
C: -3.158 2.232 -0.520
C: -2.415 1.535 0.436
C: -2.517 1.937 1.766
C: -3.344 2.988 2.137
P: -1.398 0.098 -0.110
C: -0.935 0.653 -1.797
C: -0.978 -0.235 -2.870
C: -0.470 0.134 -4.106
C: 0.048 1.407 -4.297
C: 0.034 2.320 -3.251
C: -0.432 1.940 -2.001
C: -2.671 -1.189 -0.406
C: -3.928 -0.967 -0.906
C: -4.835 -2.033 -1.063
C: -4.472 -3.303 -0.715
C: -3.179 -3.575 -0.210
C: -2.773 -4.893 0.122
C: -1.513 -5.124 0.587
C: -0.608 -4.050 0.751
C: -0.947 -2.755 0.454
C: -2.261 -2.503 -0.047
H: -4.748 4.468 1.470
H: -4.563 3.800 -0.906
H: -3.079 1.974 -1.566
H: -1.926 1.466 2.535
H: -3.386 3.289 3.176
H: -1.400 -1.220 -2.738
H: -0.473 -0.581 -4.921
H: 0.456 1.694 -5.258
H: 0.381 3.333 -3.420
H: -0.419 2.648 -1.178
H: -4.239 0.029 -1.189
H: -5.824 -1.837 -1.460
H: -5.175 -4.124 -0.815
H: -3.476 -5.707 -0.015
H: -1.196 -6.132 0.830
H: 0.393 -4.285 1.108
Br: 3.500 -0.756 2.964
C: 3.758 -1.513 1.241
C: 5.073 -1.503 0.809
C: 5.355 -1.966 -0.462
C: 4.303 -2.382 -1.252
C: 3.026 -2.349 -0.733
N: 2.724 -1.958 0.521
C: 1.852 -2.534 -1.680
O: 1.990 -3.159 -2.705
O: 0.793 -1.897 -1.292
H: 5.841 -1.123 1.465
H: 6.373 -1.962 -0.833
H: 4.423 -2.707 -2.276
F: 3.476 2.637 -3.724
C: 3.034 3.275 -2.636
C: 3.065 2.690 -1.441
N: 2.625 3.322 -0.296
C: 2.622 2.585 0.969
C: 1.526 1.513 0.965
O: 0.463 1.760 1.544
O: 1.837 0.443 0.325
C: 2.088 4.602 -0.334
O: 1.690 5.199 0.643
N: 2.058 5.155 -1.603
C: 2.491 4.610 -2.815
O: 2.389 5.217 -3.856
H: 3.429 1.678 -1.321
H: 2.432 3.289 1.768
H: 3.592 2.105 1.093
H: 1.664 6.081 -1.652
Cl: -1.973 0.053 5.393
C: -0.853 -0.982 4.585
C: -0.144 -1.945 5.278
C: 0.716 -2.750 4.552
C: 0.863 -2.534 3.199
N: 0.210 -1.572 2.537
C: -0.661 -0.836 3.226
H: -0.268 -2.057 6.348
H: 1.298 -3.521 5.040
H: 1.540 -3.145 2.619
H: -1.206 -0.098 2.668

Atom charges from the Löwdin analysis, given in e for atoms 1 to 6: 0.685 -0.079 -0.070 -0.108 -0.310 -0.086